--- i ---
# C4H8NO2

A 2-piece molecular cluster, C4H8NO2 overall (ωB97M-V/def2-TZVPD, the Open Molecules 2025 dataset).

Total charge: -1
HOMO-LUMO gap in eV: 6.7177
Multiplicity: 1
Lowest unoccupied orbital energy in eV: 3.9

Last column: natural (NBO) charge in e.
Positions of all 15 atoms, in Å:
O 1.8013 -2.0926 -0.8055  -0.64
O -0.2353 -2.8870 -0.9026  -0.60
N 0.6429 -2.0916 -1.3480  0.41
C 0.4507 -1.1287 -2.2478  -0.49
C -1.6189 1.2454 0.6644  -0.39
C -0.3483 1.4875 0.8189  -0.17
C 0.5013 0.7210 1.7377  -0.65
H -0.3924 -1.0014 -2.9463  0.16
H 0.6021 1.2510 2.7187  0.19
H -2.2549 0.5924 1.3373  0.18
H 0.0694 -0.1821 1.9892  0.22
H -0.0274 2.2846 0.2206  0.19
H -2.1469 1.8709 -0.0376  0.18
H 1.5756 0.4590 1.2959  0.24
H 1.3808 -0.5283 -2.4949  0.17



--- ii ---
# C4H8NO2

An isolated ion of composition C4H8NO2 and charge -1 (ωB97M-V/def2-TZVPD, the Open Molecules 2025 dataset).

Total charge: -1
HOMO-LUMO gap in eV: 7.1743
SMILES: C[C@@H](C=O)NC[O-]
Multiplicity: 1
Lowest unoccupied orbital energy in eV: 4.3

Last column: natural (NBO) charge in e.
Positions of all 15 atoms, in Å:
O 0.7299 2.3657 0.5414  -0.63
O 1.7814 -0.9076 0.3631  -0.90
N -0.2955 -0.8083 -0.8349  -0.70
C -0.4686 0.5581 -0.3009  -0.16
C -1.2731 0.5668 1.0613  -0.61
C 1.1142 -1.3562 -0.6830  0.13
C 0.8227 1.3465 -0.1466  0.43
H 1.5478 -1.2820 -1.7142  0.06
H 1.7857 1.0389 -0.5239  0.18
H 0.8813 -2.4619 -0.6178  0.07
H -0.9662 -1.4744 -0.5027  0.34
H -1.2249 0.9822 -0.9667  0.20
H -2.3064 0.8736 1.0108  0.18
H -0.7688 1.0362 1.9009  0.22
H -1.3595 -0.4776 1.4133  0.20



Most stable: ii. Least stable: i.